(1)
A gas-phase ion, C4H11N2O (charge +1). Source: OMol25; level of theory: ωB97M-V with the def2-TZVPD basis set.

Results
- Energy above the lowest of the compared OMol25 structures with the same formula, charge and spin: 0.695 eV
- Structure (SMILES): NC(=O)CCC[NH3+]
- Net charge: +1

XYZ file:
```
18
Properties=species:S:1:pos:R:3:forces:R:3:mulliken_charge:R:1
C -1.622 0.406 -0.082 -0.91 -0.11 0.04 -0.716
C -0.832 -0.900 -0.295 1.57 0.54 -0.32 -0.442
C 0.737 -0.867 -0.506 -0.74 0.69 1.56 -0.733
C 1.463 -0.086 0.613 0.01 0.89 -0.92 0.662
N 2.176 -0.810 1.479 -0.04 -0.51 -0.30 -0.359
O 1.452 1.147 0.671 -0.93 -0.09 -0.34 -0.718
N -1.159 1.697 -0.743 2.17 -1.24 0.59 -0.269
H -2.650 0.244 -0.420 0.16 -0.02 0.10 0.391
H -1.676 0.688 0.967 0.08 -0.13 0.07 0.358
H -0.915 -1.496 0.617 -0.73 0.00 -0.26 0.289
H -1.249 -1.402 -1.165 -0.08 -0.32 0.21 0.352
H 1.104 -1.872 -0.338 -0.24 -0.40 -0.89 0.349
H 1.017 -0.461 -1.478 0.18 -0.14 0.13 0.313
H 2.902 -0.348 1.991 0.03 0.17 0.42 0.274
H 2.255 -1.801 1.335 0.20 -0.06 0.14 0.205
H -0.247 1.858 -0.176 -0.98 0.73 -0.76 0.365
H -1.901 2.391 -0.761 0.27 0.37 0.67 0.349
H -0.855 1.610 -1.711 -0.01 -0.37 -0.13 0.328
```
Positions in Å, forces in eV/Å.

***

(2)
2 unconnected molecules or ions with the total composition C4H11N2O. Source: OMol25; level of theory: ωB97M-V with the def2-TZVPD basis set.

Results
- Energy above the lowest of the compared OMol25 structures with the same formula, charge and spin: 1.347 eV
- Net charge: +1

XYZ file:
```
18
Properties=species:S:1:pos:R:3:forces:R:3:mulliken_charge:R:1
C -2.704 1.122 0.137 -0.42 0.30 0.64 0.065
C -2.987 -0.120 -0.165 0.22 -0.40 -0.37 -0.651
N -1.352 1.530 0.553 0.09 -0.21 -0.40 -0.205
H -3.450 1.894 0.257 0.05 0.07 -0.07 0.351
H -4.001 -0.435 -0.360 -0.07 0.16 -0.08 0.280
H -2.218 -0.872 -0.279 0.07 -0.04 0.13 0.142
H -1.240 1.407 1.559 -0.03 0.14 0.07 0.377
H -0.612 0.919 0.081 -0.07 -0.02 0.01 0.252
H -1.177 2.507 0.327 0.07 0.02 0.00 0.394
C 0.928 -1.157 -0.265 -0.33 0.26 -0.36 0.142
N 2.189 -1.364 0.055 0.11 -0.31 0.23 -0.138
C 3.224 -0.343 0.133 -0.24 0.27 -0.08 -0.738
O 0.439 -0.050 -0.531 0.12 0.07 0.18 -0.738
H 0.304 -2.058 -0.334 0.16 -0.09 0.18 0.347
H 2.443 -2.314 0.280 0.06 0.00 -0.11 0.246
H 2.763 0.642 0.078 -0.01 -0.14 -0.04 0.265
H 3.912 -0.455 -0.698 0.13 0.01 -0.02 0.295
H 3.753 -0.424 1.075 0.12 -0.09 0.09 0.314
```
Positions in Å, forces in eV/Å.

***

(3)
A gas-phase ion, C4H11N2O (charge +1). Source: OMol25; level of theory: ωB97M-V with the def2-TZVPD basis set.

Results
- Energy above the lowest of the compared OMol25 structures with the same formula, charge and spin: 1.380 eV
- Structure (SMILES): CNC(=O)[C@@H](C)[NH3+]
- Net charge: +1

XYZ file:
```
18
Properties=species:S:1:pos:R:3:forces:R:3:mulliken_charge:R:1
N 1.717 0.022 -1.303 0.47 0.86 -1.27 -0.240
C 0.758 0.124 -0.189 -0.88 -0.87 1.08 0.123
C 1.150 -0.734 0.986 0.88 -1.20 0.64 -1.504
C -0.594 -0.323 -0.788 -0.71 2.17 -1.25 0.485
N -1.704 -0.215 -0.037 0.37 -0.56 1.52 -0.141
C -2.013 0.865 0.918 0.52 -0.52 -0.22 -0.905
O -0.634 -0.466 -2.005 0.43 -1.24 0.17 -0.647
H 2.316 0.840 -1.425 0.17 -0.06 0.42 0.373
H 1.139 0.000 -2.176 -0.38 -0.40 0.21 0.359
H 2.302 -0.813 -1.330 -0.10 -0.07 0.38 0.356
H 0.647 1.147 0.152 0.24 0.37 -0.31 0.284
H 1.122 -1.806 0.782 -0.17 -0.04 -0.51 0.418
H 0.517 -0.651 1.857 -0.42 0.53 0.00 0.345
H 2.167 -0.587 1.354 0.02 0.50 -0.18 0.421
H -2.498 -0.805 -0.223 0.12 0.07 -0.76 0.305
H -1.402 0.983 1.813 0.32 -0.48 -0.10 0.271
H -1.987 1.790 0.374 -0.26 0.63 -0.13 0.336
H -3.003 0.629 1.240 -0.63 0.30 0.31 0.360
```
Positions in Å, forces in eV/Å.

***

The records above yield strongest force on any atom values of 2.57 0.82 2.61 eV Å⁻¹, respectively.
The records above yield highest occupied orbital energy values of -14.065 -14.046 -13.894 eV, respectively.
The records above yield Kohn-Sham gap values of 10.72 11.02 10.43 eV, respectively.